Density functional theory data (wB97M-V/def2-TZVPD) for a structure of composition C52H59N4P2Ru.

Calculated values
- Multiplicity: 5
- HOMO energy (spin up / spin down): -15.9 / -16.1 eV
- <S²>: 6.0366
- Total energy: -81975.9866 eV
- Net charge: +3
- HOMO-LUMO gap (spin up / spin down): 6.44 / 4.99 eV
- LUMO (spin up / spin down): -9.444 / -11.102 eV

```
118
Properties=species:S:1:pos:R:3:forces:R:3
Ru -0.08859 -0.21648 -0.42181 0.045 0.337 0.341
C 1.32650 -2.03188 -0.24208 0.031 -0.015 -0.124
C 0.10493 -2.54775 -0.80320 0.000 -0.110 -0.098
C -0.91790 -2.31515 0.20250 -0.048 0.042 -0.018
C -0.20307 -1.98195 1.41699 0.023 -0.048 -0.148
C 1.17936 -1.89938 1.17697 0.017 0.093 0.046
C 2.28361 -1.96395 2.18947 -0.078 -0.001 -0.067
C 3.56329 -1.24247 1.76130 -0.005 -0.008 0.023
C 1.82647 -1.50625 3.57275 0.013 0.029 0.020
C 2.58657 -3.48831 2.23775 0.016 0.024 0.056
C -2.40463 -2.65122 0.31692 0.101 -0.071 0.092
C -3.19646 -2.49911 -0.97485 -0.036 0.067 -0.094
C -3.04543 -1.73011 1.37017 0.009 0.053 -0.012
C -2.51036 -4.09617 0.85109 -0.074 0.070 -0.016
C 0.09655 -3.22482 -2.17370 0.097 -0.015 0.123
C 1.53912 -3.47103 -2.64352 -0.012 0.006 -0.006
C -0.55762 -4.60971 -2.07061 0.027 -0.021 -0.071
C -0.61396 -2.36859 -3.22804 -0.074 0.159 -0.033
H 2.28287 -2.08071 -0.73584 -0.017 0.036 -0.020
H -0.66263 -1.87231 2.38481 -0.044 0.108 0.023
H 3.48551 -0.16390 1.87578 0.045 0.024 -0.002
H 3.85066 -1.46942 0.73572 0.015 -0.030 -0.072
H 4.38197 -1.57026 2.39961 0.022 -0.010 0.029
H 1.47202 -0.47526 3.56758 -0.001 -0.014 0.027
H 2.66424 -1.56535 4.26555 0.027 -0.011 0.022
H 1.03909 -2.14480 3.97108 -0.050 -0.038 0.015
H 2.99340 -3.84714 1.29369 0.022 -0.020 -0.064
H 1.69988 -4.07009 2.48577 -0.049 -0.028 0.018
H 3.33024 -3.65799 3.01544 0.026 -0.017 0.020
H -3.09451 -1.49016 -1.38638 -0.013 -0.009 0.044
H -4.25143 -2.66383 -0.76119 -0.039 -0.014 -0.010
H -2.91582 -3.21117 -1.74315 -0.011 -0.005 0.008
H -2.79849 -0.67733 1.20657 -0.004 -0.032 -0.040
H -2.76026 -1.99806 2.38543 0.031 0.005 0.061
H -4.12909 -1.82426 1.31752 -0.020 -0.025 0.011
H -2.13146 -4.83440 0.15235 0.035 -0.038 -0.053
H -3.55756 -4.32511 1.04721 -0.034 -0.005 -0.008
H -1.97134 -4.20504 1.79147 0.046 -0.007 0.062
H 2.10689 -4.06401 -1.92713 0.023 -0.028 0.037
H 2.08180 -2.55127 -2.85109 0.035 0.021 -0.007
H 1.50448 -4.03447 -3.57415 -0.003 -0.013 -0.016
H -0.05996 -5.23153 -1.32736 0.036 -0.019 0.050
H -0.45559 -5.10805 -3.03420 -0.011 -0.021 -0.020
H -1.61383 -4.56874 -1.83799 -0.055 -0.009 0.018
H -0.36737 -1.30044 -3.14698 0.029 -0.124 0.016
H -1.69286 -2.48371 -3.17717 0.022 0.033 -0.007
H -0.29253 -2.68125 -4.22084 -0.023 -0.049 -0.056
N -0.37081 2.45832 -1.20144 0.070 -0.211 -0.016
P -1.74087 1.39141 -1.33594 -0.098 -0.297 0.018
C -2.25876 1.48542 -3.04183 -0.005 0.084 0.004
C -2.38437 2.75881 -3.60755 -0.033 -0.028 -0.040
C -2.88956 2.88626 -4.88736 0.032 0.009 0.036
C -3.27859 1.75549 -5.59834 -0.003 -0.049 0.019
C -3.16978 0.49565 -5.02978 0.026 0.040 0.002
C -2.65837 0.35705 -3.74746 -0.018 0.002 -0.038
C -3.00886 2.16438 -0.33829 -0.007 0.216 -0.081
C -2.94495 3.51109 0.01937 -0.051 -0.046 -0.072
C -4.00504 4.08683 0.70209 -0.044 -0.084 -0.079
C -5.12282 3.32972 1.01965 0.019 -0.001 -0.022
C -5.19223 1.99167 0.65186 0.021 0.010 0.006
C -4.13915 1.40639 -0.02941 -0.026 0.006 -0.018
P 1.12277 1.64703 -1.43182 -0.102 -0.247 -0.240
C 1.32914 1.34982 -3.17162 0.044 0.157 -0.037
C 1.00006 2.32593 -4.11684 -0.006 -0.033 -0.005
C 1.26678 2.08634 -5.45180 -0.004 -0.023 0.034
C 1.87909 0.89818 -5.84053 -0.002 0.001 0.020
C 2.22700 -0.06008 -4.89901 -0.021 0.048 0.008
C 1.94663 0.16379 -3.56088 0.030 -0.052 -0.018
C 2.38564 2.72596 -0.80049 -0.040 0.017 0.048
C 3.69614 2.24385 -0.79260 0.017 0.017 0.040
C 4.71811 3.06401 -0.34856 -0.024 0.005 0.007
C 4.43499 4.35679 0.07783 0.042 -0.006 0.005
C 3.13290 4.83516 0.06487 -0.099 -0.058 -0.029
C 2.09813 4.02126 -0.37195 0.167 -0.060 0.005
H -0.39687 2.98606 -0.32802 0.020 0.112 0.091
H -2.09923 3.64411 -3.05310 0.011 0.026 0.035
H -2.99315 3.86692 -5.32919 -0.002 0.036 -0.020
H -3.68012 1.86239 -6.59567 -0.020 0.002 -0.047
H -3.48811 -0.37766 -5.57981 -0.015 -0.042 -0.029
H -2.58907 -0.62383 -3.30472 -0.005 0.000 0.030
H -2.09440 4.13251 -0.22801 -0.047 -0.052 -0.043
H -3.95926 5.13154 0.97496 -0.019 0.037 -0.021
H -5.94994 3.78561 1.54410 -0.051 0.019 0.026
H -6.07184 1.41007 0.88598 -0.041 -0.029 0.010
H -4.21107 0.37014 -0.33311 0.000 -0.048 -0.030
H 0.54445 3.25808 -3.81297 -0.026 0.043 0.024
H 1.01030 2.82923 -6.19306 -0.003 0.036 -0.028
H 2.09547 0.72703 -6.88537 0.008 -0.014 -0.043
H 2.71759 -0.97124 -5.20790 0.026 -0.062 -0.014
H 2.22035 -0.57584 -2.81764 -0.001 0.054 0.007
H 3.92476 1.24201 -1.13779 -0.013 -0.033 -0.027
H 5.73548 2.70159 -0.34225 0.051 -0.011 -0.009
H 5.23808 4.99901 0.41148 0.022 0.011 0.016
H 2.92297 5.84556 0.38518 -0.012 0.063 0.013
H 1.09134 4.41596 -0.38950 0.135 -0.187 -0.142
C 1.45332 2.32683 2.97244 -0.079 0.018 -0.034
C 1.26152 1.44849 1.92355 -0.079 0.177 -0.036
N 0.04275 1.07991 1.50460 0.183 -0.166 0.234
C -1.02470 1.56128 2.15491 -0.149 -0.004 0.015
C -0.92829 2.48069 3.18618 0.068 -0.128 -0.042
C 0.34361 2.86405 3.59977 0.058 -0.151 0.065
C -2.15000 3.04345 3.79737 0.071 -0.237 0.062
C -2.54412 4.30061 3.65718 -0.186 0.166 0.098
C -1.90423 5.33374 2.83070 0.104 -0.190 0.062
C -2.25895 6.66244 2.99914 0.079 0.019 -0.026
C -1.63213 7.59517 2.19039 0.088 0.094 -0.120
N -0.72753 7.24097 1.27804 -0.111 0.008 0.105
C -0.46932 5.94497 1.20060 0.130 0.094 -0.085
N -0.99682 4.95649 1.90990 -0.078 0.417 0.016
H 2.45560 2.59830 3.27038 0.043 -0.007 0.019
H 2.10191 1.03587 1.38938 0.011 0.009 -0.056
H -1.99930 1.24132 1.80642 0.046 -0.005 0.058
H 0.45457 3.57551 4.40656 0.005 0.037 0.023
H -2.74089 2.37693 4.41471 -0.007 -0.028 0.034
H -3.42672 4.61747 4.19880 -0.036 0.030 0.009
H -2.98702 6.96377 3.73767 -0.037 -0.011 0.035
H -1.86023 8.65110 2.27071 0.017 0.012 -0.013
H 0.27026 5.65999 0.45842 -0.137 0.218 0.119
```
Positions in Å, forces in eV/Å.


Density functional theory data (wB97M-V/def2-TZVPD) for a structure of composition C52H61BClGaN3O5PS2.

Calculated values
- Multiplicity: 1
- HOMO energy: -8.1 eV
- Total energy: -166161.1288 eV
- HOMO-LUMO gap: 8.29 eV
- LUMO: 0.162 eV

```
127
Properties=species:S:1:pos:R:3:forces:R:3
Ga -0.02419 -0.25291 0.68011 -0.098 -0.504 0.435
O -0.50408 3.25343 2.65404 -0.593 -0.023 0.108
C -0.62792 2.68947 1.59294 -0.100 0.387 -0.474
O -0.15075 1.48017 1.37844 -0.538 -0.178 -0.019
C -1.20409 3.44902 0.38887 -0.070 -0.726 0.118
P -2.26089 2.35285 -0.64807 -0.236 -0.001 0.257
C -3.77024 2.39538 0.40933 -0.027 -0.047 -0.244
C -4.79859 3.32723 0.27562 0.048 -0.056 0.055
C -5.91080 3.26586 1.10135 0.015 0.071 -0.012
C -5.99450 2.29622 2.08979 -0.065 0.034 0.031
C -4.96036 1.38875 2.25391 -0.066 -0.010 0.147
C -3.86459 1.42899 1.40827 0.030 0.021 -0.099
C -2.73455 3.42691 -2.05342 0.078 -0.147 0.019
C -3.88891 3.12168 -2.77893 0.063 0.032 -0.062
C -4.21196 3.82666 -3.92620 -0.032 -0.027 -0.021
C -3.37098 4.82847 -4.39125 0.000 0.034 0.002
C -2.20880 5.11983 -3.69549 0.024 0.049 -0.043
C -1.89508 4.42966 -2.53288 -0.140 0.087 0.192
H -0.33520 3.76229 -0.19681 -0.617 -0.281 0.332
H -1.75423 4.32367 0.72997 0.064 0.031 0.100
H -4.73147 4.09917 -0.47938 -0.036 0.011 -0.011
H -6.71016 3.98538 0.97557 -0.005 -0.002 0.017
H -6.86541 2.25440 2.73154 0.018 -0.006 0.019
H -5.00975 0.65278 3.04726 0.013 -0.042 -0.068
H -3.06952 0.70461 1.52301 0.080 -0.150 0.037
H -4.55189 2.33439 -2.44152 0.012 -0.039 0.047
H -5.12143 3.58702 -4.46261 0.004 0.009 -0.008
H -3.62654 5.38384 -5.28413 0.020 -0.023 -0.026
H -1.53827 5.88911 -4.05781 -0.017 0.042 0.013
H -0.99171 4.67960 -1.99036 -0.347 0.051 -0.080
C 3.15868 -3.31990 -3.40957 0.008 0.137 0.091
C 2.16954 -2.75259 -2.38357 -0.048 -0.195 -0.190
C 0.73520 -2.81503 -2.90734 0.127 0.209 0.120
C 2.34353 -3.48191 -1.06258 0.062 0.179 0.019
C 2.19117 -4.86258 -0.99976 -0.022 0.012 0.027
C 2.51766 -5.55952 0.15094 -0.046 -0.024 -0.043
C 2.99915 -4.88365 1.26064 -0.145 -0.019 0.114
C 3.10867 -3.49870 1.26282 -0.018 0.237 -0.135
C 3.69789 -2.76859 2.45347 0.096 -0.127 0.052
C 3.13384 -3.23407 3.79645 0.030 0.076 -0.108
C 5.22244 -2.94617 2.43632 -0.102 0.104 0.007
C 2.76592 -2.80878 0.08984 -0.192 -0.251 -0.006
N 2.90850 -1.39186 0.01774 0.204 0.202 0.158
B 1.95871 -0.32164 0.12475 -0.115 -0.462 -0.069
N 2.71319 0.84789 -0.18060 -0.031 0.261 0.137
C 4.02688 0.48926 -0.43790 0.157 0.008 -0.155
C 4.14411 -0.84720 -0.32565 0.027 -0.066 0.009
C 2.25251 2.18309 -0.37624 -0.135 0.203 -0.158
C 2.41656 3.13931 0.63148 0.105 -0.166 -0.022
C 1.92521 4.41988 0.40625 0.113 0.133 -0.033
C 1.29140 4.74242 -0.78198 0.690 0.219 -0.247
C 1.16706 3.79271 -1.78180 0.537 0.010 -0.306
C 1.65084 2.50153 -1.60152 0.104 -0.099 0.017
C 1.60960 1.50867 -2.74990 -0.082 0.127 -0.119
C 0.19130 1.27901 -3.27130 0.066 -0.108 0.076
C 2.53717 1.99072 -3.87073 0.024 -0.100 0.094
C 3.15612 2.81364 1.91234 -0.004 0.198 0.157
C 2.36316 3.22911 3.15402 0.128 -0.282 -0.058
C 4.53323 3.48909 1.88869 -0.058 -0.150 -0.036
H 3.09727 -2.76099 -4.34480 -0.015 -0.013 -0.021
H 2.94849 -4.36884 -3.62217 0.003 -0.014 -0.034
H 4.18132 -3.24665 -3.03502 0.026 -0.043 -0.035
H 2.41970 -1.70091 -2.23787 0.022 -0.055 0.036
H 0.38004 -3.84254 -2.98500 -0.048 -0.011 -0.014
H 0.67642 -2.34655 -3.89231 0.009 -0.026 -0.034
H 0.06602 -2.28382 -2.23135 0.000 -0.105 -0.072
H 1.83828 -5.39904 -1.87165 0.004 -0.013 -0.009
H 2.41390 -6.63798 0.17590 0.011 0.023 0.007
H 3.27934 -5.44382 2.14516 -0.005 0.017 -0.014
H 3.47079 -1.70634 2.35159 0.001 0.005 -0.056
H 3.40003 -4.27250 4.00444 -0.034 0.019 0.025
H 2.04968 -3.13440 3.82027 -0.103 -0.036 0.001
H 3.54574 -2.61525 4.59504 0.005 -0.039 0.041
H 5.47495 -4.00128 2.55993 0.039 -0.003 0.002
H 5.68687 -2.38038 3.24584 0.020 -0.012 0.006
H 5.64456 -2.60516 1.49065 0.041 -0.011 0.034
H 4.77331 1.21892 -0.70517 0.001 0.006 0.007
H 5.00798 -1.47263 -0.47891 0.008 0.024 0.010
H 2.03021 5.17619 1.17369 -0.010 -0.028 0.031
H 0.91185 5.74484 -0.93634 -0.039 0.032 0.021
H 0.70076 4.06164 -2.72293 0.184 -0.102 0.022
H 1.98687 0.54970 -2.39374 0.025 0.032 0.022
H -0.22747 2.18343 -3.71604 -0.045 0.040 0.018
H -0.46824 0.95704 -2.46261 -0.043 0.008 -0.066
H 0.19255 0.49900 -4.03529 0.007 0.016 -0.030
H 2.18281 2.93511 -4.28732 -0.001 0.011 -0.030
H 2.58483 1.25452 -4.67529 -0.022 0.010 -0.015
H 3.54736 2.14734 -3.48919 0.026 0.012 -0.039
H 3.30450 1.73399 1.95722 -0.011 -0.004 -0.057
H 2.29551 4.31544 3.23301 -0.041 0.021 0.034
H 2.85896 2.85546 4.05180 0.085 0.052 0.021
H 1.35105 2.82464 3.12015 0.353 0.109 0.177
H 4.42150 4.57488 1.88484 0.027 0.022 0.003
H 5.09459 3.20309 0.99756 0.058 0.022 -0.003
H 5.11459 3.20457 2.76746 -0.008 0.027 0.011
C -4.58582 -4.64490 -1.61802 -0.036 0.028 0.015
C -4.65076 -4.71932 -0.11434 0.054 0.021 -0.114
C -4.95122 -5.95917 0.45154 0.051 0.020 0.050
C -5.05791 -6.14403 1.81635 -0.106 0.094 0.066
Cl -5.46707 -7.71283 2.44210 0.036 -0.038 0.048
C -4.85318 -5.08286 2.68054 -0.823 -0.055 -0.229
C -4.54423 -3.85037 2.14208 -0.490 0.207 -0.175
C -4.44936 -3.64162 0.76288 0.039 -0.079 0.361
O -4.23050 -2.32834 0.46554 -0.330 -0.017 -0.017
C -3.60815 -1.86463 -0.72257 0.473 0.168 -0.010
C -2.12229 -2.23813 -0.67871 -0.085 -0.258 -0.269
O -1.76131 -3.30017 -1.15310 0.008 0.161 0.164
O -1.35371 -1.39751 -0.05963 0.204 0.733 0.245
H -4.77130 -5.63211 -2.03855 -0.011 0.001 0.010
H -3.60197 -4.31057 -1.94554 -0.019 -0.004 -0.021
H -5.34513 -3.97222 -2.01987 0.004 0.030 0.006
H -5.12425 -6.80359 -0.20282 0.028 0.010 -0.016
H -4.94146 -5.22184 3.74977 -0.197 -0.065 -0.124
H -4.39611 -2.99041 2.78290 0.048 0.029 -0.003
H -3.70477 -0.78511 -0.68125 -0.096 0.138 0.004
H -4.06786 -2.24393 -1.63038 -0.025 -0.048 0.060
S -0.67334 -1.02361 3.09510 0.232 0.479 -0.473
C -1.21757 -2.60822 3.11573 -0.113 -0.129 0.347
N -1.86928 -3.10275 4.16686 0.017 0.101 -0.058
C -2.25867 -4.50276 4.16516 0.202 -0.109 0.119
C -1.91189 -5.06559 2.78335 0.485 -0.140 -0.242
S -0.98946 -3.76930 1.88516 0.083 -0.194 -0.174
H -2.03030 -2.52015 4.97336 0.024 0.093 -0.043
H -3.32889 -4.58050 4.35708 0.334 0.011 0.108
H -1.72050 -5.03289 4.95436 -0.018 0.007 -0.021
H -2.79855 -5.30616 2.19864 0.538 -0.050 0.147
H -1.27171 -5.94281 2.84384 0.000 0.000 0.082
```
Positions in Å, forces in eV/Å.


In eV/Å, the max |F| values for the records above are, in order, 0.48; 0.86.
In kJ/mol, the relative energy (zero: lowest compared OMol25 entry of this formula, charge and spin) values for the records above are, in order, 32.0; 148.0.